Arrangement i

Here is a cluster of 2 separate species, C3H9PS in total from OMol25. Energies are from ωB97M-V/def2-TZVPD.

Kohn-Sham gap ... 8.42 eV
HOMO level ... -9.024 eV

The geometry in XYZ format:
```
14
Properties=species:S:1:pos:R:3:nbo_charge:R:1
C 3.0628 0.0455 1.2441 -0.455
S 4.5551 -0.2357 0.6267 0.075
H 2.8392 0.9205 1.8379 0.189
H 2.2892 -0.7281 1.2183 0.189
C -1.5283 -1.3365 -0.8540 -0.893
P -1.6294 -0.0929 0.5538 0.564
C -0.7015 1.2508 -0.2711 -0.922
H -1.9447 -1.1029 -1.8718 0.219
H -2.1643 -2.1614 -0.4967 0.222
H -0.5379 -1.6270 -0.9178 0.209
H -2.7127 0.2004 -0.0504 -0.068
H 0.3545 1.1503 -0.0520 0.221
H -0.9162 2.2362 0.2690 0.227
H -0.9657 1.4807 -1.2361 0.222
```

=====

Arrangement ii

Here is an isolated molecule of C3H9PS from OMol25. Energies are from ωB97M-V/def2-TZVPD.

Kohn-Sham gap ... 9.07 eV
HOMO level ... -8.352 eV

The geometry in XYZ format:
```
14
Properties=species:S:1:pos:R:3:nbo_charge:R:1
C -0.3775 1.3446 1.3787 -0.813
P -0.3790 0.2560 -0.4247 1.237
C -0.6795 -1.5446 -0.1045 -0.975
C 1.3411 0.2182 -0.9045 -0.981
S -1.6618 0.8648 -1.7059 -0.601
H -1.0910 2.0657 1.1348 0.241
H -0.6214 0.5497 2.0400 0.213
H 0.6345 1.6042 1.5796 0.218
H -1.1894 -1.5065 0.8823 0.240
H -1.1886 -2.1317 -0.9138 0.269
H 0.2249 -2.0974 -0.0754 0.230
H 1.8906 1.0581 -1.2937 0.258
H 1.7645 -0.1010 0.0076 0.224
H 1.3327 -0.5799 -1.6004 0.238
```

=====

Arrangement iii

Here is a cluster of 2 separate species, C3H9PS in total from OMol25. Energies are from ωB97M-V/def2-TZVPD.

Kohn-Sham gap (spin up / spin down) ... 7.54 / 7.68 eV
HOMO level (spin up / spin down) ... -7.684 / -7.985 eV

The geometry in XYZ format:
```
14
Properties=species:S:1:pos:R:3:nbo_charge:R:1
C -0.5248 -0.9419 -0.9694 -0.984
C -1.7545 0.7953 0.7214 -0.986
C 2.0356 0.2297 0.8489 -0.593
P -1.0600 -0.8786 0.8147 0.577
S 2.7109 -0.5898 -0.4849 0.103
H 0.5154 -0.6733 -1.0998 0.232
H -1.3217 -0.2764 -1.4578 0.220
H -0.7035 -1.9666 -1.4208 0.234
H -2.7949 0.7490 0.3115 0.238
H -1.1468 1.3407 -0.0849 0.224
H -1.7354 1.2513 1.6596 0.230
H 1.2497 0.8401 0.6386 0.169
H 1.7369 -0.4765 1.6966 0.205
H 2.7932 0.5970 -1.1736 0.131
```

=====

It is arrangement ii that is the most stable of them.

=====

Arrangement i

Here is an isolated molecule of C4H9N3O from OMol25. Energies are from ωB97M-V/def2-TZVPD.

Kohn-Sham gap ... 9.97 eV
HOMO level ... -9.008 eV

The geometry in XYZ format:
```
17
Properties=species:S:1:pos:R:3:nbo_charge:R:1
C -2.0458 -0.0411 -0.4937 -0.638
C -0.5952 0.3552 -0.7845 -0.174
C 0.1611 -0.6798 -1.6475 0.440
O -0.2485 -1.8047 -1.9150 -0.534
N 0.1741 0.7138 0.4249 -0.272
C 0.3584 -0.3857 1.3638 -0.128
N 1.4109 -0.0625 0.4091 -0.140
N 2.4390 0.6929 0.9840 -0.684
H -2.3516 -0.9836 -0.9565 0.243
H -2.2615 -0.1468 0.5748 0.216
H -2.7170 0.7381 -0.8722 0.219
H -0.6244 1.2556 -1.4116 0.211
H 1.0633 -0.2776 -2.1468 0.131
H -0.1506 -1.3292 1.2000 0.201
H 0.4868 -0.1004 2.4010 0.193
H 2.1981 1.6821 0.9567 0.365
H 2.7029 0.3739 1.9137 0.352
```

=====

Arrangement ii

Here is an isolated molecule of C4H9N3O from OMol25. Energies are from ωB97M-V/def2-TZVPD.

Kohn-Sham gap (spin up / spin down) ... 6.79 / 7.35 eV
HOMO level (spin up / spin down) ... -6.610 / -6.994 eV

The geometry in XYZ format:
```
17
Properties=species:S:1:pos:R:3:nbo_charge:R:1
H 2.4689 0.7642 1.5246 0.365
N 1.6744 0.1577 1.3375 -0.782
C 1.2408 0.2936 0.1546 0.702
N 1.8682 0.9433 -0.8720 -0.867
N -0.4381 0.3958 -0.1553 -0.471
C -1.3794 1.1148 0.6898 -0.420
C -0.6794 -0.9020 -0.4435 0.599
C -1.5287 -1.8372 -0.0055 -0.837
O 0.5926 -1.3824 -0.9379 -0.716
H 2.8331 1.1931 -0.7125 0.409
H 1.3199 0.9612 -1.7204 0.401
H -1.0014 2.1262 0.8674 0.210
H -2.3494 1.2133 0.1857 0.220
H -1.5363 0.6183 1.6554 0.216
H -2.4246 -2.1145 -0.5462 0.238
H -1.3293 -2.5009 0.8259 0.252
H 0.6687 -1.0445 -1.8473 0.479
```

=====

It is arrangement i that is the most stable of them.

=====

Arrangement i

Here is an isolated molecule of C4H9N3O from OMol25. Energies are from ωB97M-V/def2-TZVPD.

Kohn-Sham gap ... 8.72 eV
HOMO level ... -7.815 eV

The geometry in XYZ format:
```
17
Properties=species:S:1:pos:R:3:nbo_charge:R:1
C 1.3222 -1.2603 1.1205 -0.416
N 1.3820 -0.2522 0.0883 -0.514
C 0.7078 0.8506 -0.0004 0.479
N 1.1267 2.0522 -0.4813 -0.767
C -0.5331 0.1762 -0.3446 0.154
C -0.9476 -0.5480 -1.5827 -0.669
N -1.2958 0.6826 0.6073 -0.201
O -2.2767 -0.2427 1.0845 -0.610
H 0.3838 -1.2557 1.6800 0.191
H 2.1763 -1.1302 1.7880 0.195
H 1.4604 -2.2343 0.6478 0.199
H 2.0024 2.3718 -0.0939 0.392
H 0.4040 2.7481 -0.5800 0.401
H -0.4858 -0.1134 -2.4687 0.231
H -0.6474 -1.5938 -1.5205 0.230
H -2.0312 -0.5231 -1.6955 0.239
H -2.7479 0.2723 1.7512 0.468
```

=====

Arrangement ii

Here is a structure of composition C4H9N3O from OMol25. Energies are from ωB97M-V/def2-TZVPD.

Kohn-Sham gap ... 9.52 eV
HOMO level ... -9.155 eV

The geometry in XYZ format:
```
17
Properties=species:S:1:pos:R:3:nbo_charge:R:1
C 0.4554 1.7481 -0.6859 -0.595
C 0.7656 0.9628 0.5967 -0.245
C 0.1520 -1.0921 -0.4381 0.347
C -2.0779 -0.0694 -0.1915 0.468
H -0.7403 1.1715 -0.9125 0.211
H 1.2102 1.6369 -1.4176 0.203
H 0.3958 2.7256 -0.3460 0.208
H -0.2198 1.0573 1.0899 0.222
H 1.4351 1.2445 1.2406 0.191
H 3.3499 0.0303 0.1447 0.399
H 2.7883 -1.2653 1.2442 0.356
H 0.8329 -1.9422 -0.9960 0.194
H -2.4431 0.5333 -1.1863 0.149
N 1.1439 -0.3649 0.2476 -0.263
N 2.5286 -0.7069 0.1926 -0.679
N -1.1028 -0.8727 -0.8510 -0.583
O -2.5459 -0.1095 1.0410 -0.584
```

=====

It is arrangement i that is the most stable of them.